Entry 1:
The following is a DFT calculation (ωB97M-V with the def2-TZVPD basis set) of C35H52InOP4S as an isolated structure in a non-equilibrium geometry.

Geometry as XYZ:
```
94
Properties=species:S:1:pos:R:3:forces:R:3:mulliken_charge:R:1
In 0.083 -0.468 -0.836 -1.0 2.9 2.6 2.986
P -0.221 -2.636 -0.235 -1.2 -7.4 2.6 -0.014
P 2.379 -0.479 -0.488 6.3 0.1 0.6 0.905
P -1.954 -0.268 -1.992 -5.4 0.1 -3.1 0.654
H 4.433 4.924 -7.820 0.0 0.1 0.0 0.282
C 3.469 5.422 -7.757 -0.1 0.0 0.3 -0.582
C 3.269 6.463 -6.951 0.0 -0.3 0.0 -0.515
H 4.062 6.859 -6.322 0.0 0.0 -0.1 0.292
C 0.215 -3.861 -1.546 0.1 0.7 -0.3 -1.119
C 0.705 -3.410 1.172 0.3 0.6 -0.1 -0.966
C -1.898 -3.255 0.251 -0.1 0.6 -0.3 -1.008
C 3.303 1.092 -0.727 -0.6 0.3 -0.3 -1.662
C 3.150 -0.968 1.126 -0.7 -0.1 0.4 -1.113
C 3.318 -1.566 -1.644 -0.8 -0.1 -0.3 -1.457
C -2.327 1.246 -2.981 0.6 0.0 0.2 -1.607
C -3.626 -0.439 -1.207 0.4 -0.1 0.7 -1.412
C -2.114 -1.569 -3.279 0.5 -0.1 0.2 -1.281
H 2.676 5.026 -8.386 0.1 0.1 0.0 0.267
H 2.305 6.960 -6.888 0.1 0.0 -0.1 0.273
H 0.022 -4.891 -1.226 0.0 0.3 0.1 0.472
H 1.274 -3.742 -1.788 -0.1 -0.2 0.0 0.269
H -0.355 -3.646 -2.453 0.1 -0.2 0.0 0.311
H 0.294 -4.401 1.396 0.0 0.2 -0.2 0.605
H 0.617 -2.783 2.063 0.0 -0.3 -0.2 -0.117
H 1.763 -3.518 0.925 -0.1 0.0 0.0 0.486
H -1.842 -4.292 0.600 0.1 0.2 -0.1 0.617
H -2.586 -3.202 -0.592 0.0 -0.1 0.0 0.487
H -2.299 -2.634 1.057 0.1 -0.2 -0.2 -0.079
H 4.315 0.986 -0.318 -0.3 -0.2 -0.1 0.586
H 2.780 1.910 -0.227 0.2 0.0 0.0 0.382
H 3.358 1.332 -1.790 0.1 0.0 0.1 0.408
H 4.016 -1.614 0.949 -0.2 0.1 -0.2 0.551
H 2.443 -1.492 1.770 0.2 0.1 0.1 -0.014
H 3.491 -0.067 1.645 -0.2 -0.1 -0.1 0.473
H 4.378 -1.291 -1.681 -0.3 0.1 0.2 0.546
H 2.878 -1.458 -2.639 0.2 0.0 0.0 0.312
H 3.228 -2.613 -1.345 0.0 0.1 0.0 0.399
H -3.313 1.146 -3.447 0.1 -0.3 0.2 0.582
H -1.566 1.365 -3.755 -0.2 0.1 0.0 0.415
H -2.336 2.121 -2.327 0.0 0.0 -0.2 0.458
H -4.365 -0.697 -1.975 0.3 0.0 -0.1 0.591
H -3.924 0.507 -0.746 0.1 -0.1 0.0 0.444
H -3.632 -1.221 -0.444 -0.1 0.1 -0.2 0.237
H -2.917 -1.325 -3.984 0.1 0.0 0.3 0.591
H -2.326 -2.524 -2.792 -0.1 0.0 -0.2 0.344
H -1.166 -1.660 -3.813 -0.1 -0.1 -0.2 0.247
C 1.109 1.978 -3.241 -0.3 -0.1 1.1 0.764
C 1.167 0.969 -4.218 0.2 -0.5 -0.6 -0.007
C 1.859 1.166 -5.412 -0.6 -0.8 0.5 -0.855
C 2.514 2.371 -5.668 -0.1 0.3 0.4 -0.377
C 2.461 3.384 -4.704 -0.1 0.2 0.5 -0.539
C 1.772 3.194 -3.511 0.3 0.7 -0.3 -0.676
S 0.284 1.828 -1.692 1.4 3.1 -1.4 -0.056
H 0.527 -1.117 -2.277 0.8 -0.8 -2.5 -0.648
H 0.645 0.036 -4.022 0.1 0.0 -0.3 0.329
H 1.884 0.367 -6.150 0.0 0.2 0.1 0.461
H 3.054 2.522 -6.598 -0.1 0.0 0.1 0.492
H 2.964 4.331 -4.884 -0.1 -0.2 0.0 0.389
H 1.740 3.986 -2.767 0.0 -0.1 -0.1 0.490
O -0.527 0.204 1.115 -0.8 -1.0 2.1 -0.236
P -0.977 -0.065 2.641 0.2 1.4 0.6 1.601
C -1.158 -1.777 3.449 -0.1 0.2 -0.1 0.955
C -0.106 -2.316 4.230 -0.2 -0.2 -0.4 -0.163
C -0.243 -3.544 4.888 -0.3 0.4 -0.3 -0.813
C -1.445 -4.245 4.819 0.1 0.2 -0.1 -0.737
C -2.516 -3.709 4.111 0.3 0.4 -0.1 -0.863
C -2.381 -2.483 3.451 0.5 -0.2 0.1 -0.574
C 0.297 0.753 3.703 -0.3 -0.4 -0.2 -0.119
C 0.159 0.692 5.102 0.2 0.1 -0.1 -0.394
C 1.127 1.250 5.936 -0.1 0.0 -0.5 -0.843
C 2.242 1.879 5.380 -0.2 -0.1 -0.5 -0.671
C 2.385 1.950 3.990 -0.4 -0.3 0.2 -0.565
C 1.416 1.387 3.151 0.0 0.0 0.5 -0.775
C -2.609 0.772 2.956 0.5 -0.2 -0.1 0.321
C -3.748 0.331 2.274 -0.2 0.4 0.4 -0.259
C -5.009 0.858 2.558 0.4 0.1 0.1 -0.905
C -5.145 1.844 3.535 0.4 -0.1 0.0 -0.600
C -4.017 2.305 4.217 0.1 -0.4 -0.4 -0.804
C -2.753 1.779 3.926 -0.3 -0.2 -0.1 -0.728
H 0.842 -1.802 4.309 0.1 0.1 0.0 0.475
H 0.584 -3.951 5.456 0.0 0.1 0.0 0.474
H -1.552 -5.195 5.329 0.0 0.0 0.0 0.469
H -3.459 -4.242 4.078 0.0 0.1 0.0 0.492
H -3.251 -2.110 2.946 -0.2 0.3 -0.1 0.297
H -0.695 0.195 5.548 0.0 0.0 0.0 0.636
H 1.015 1.186 7.011 0.0 0.0 -0.1 0.469
H 2.996 2.307 6.028 0.0 0.0 0.0 0.442
H 3.251 2.435 3.562 0.0 0.1 0.0 0.476
H 1.543 1.439 2.079 -0.1 0.1 -0.1 0.490
H -3.664 -0.448 1.545 0.0 -0.3 -0.3 0.320
H -5.881 0.490 2.032 0.0 0.0 0.0 0.470
H -6.124 2.242 3.769 0.0 0.0 0.0 0.436
H -4.124 3.063 4.982 0.1 0.0 0.0 0.460
H -1.909 2.142 4.487 0.2 0.1 0.0 0.469
```
Positions in Å, forces in eV/Å.

Results
- Energy relative to the best compared isomer or geometry (same formula, charge and spin): 425.36 kJ/mol
- Spin multiplicity: 1
- HOMO level (alpha / beta): -15.2 / -15.2 eV
- Charge: +3
- Kohn-Sham gap (alpha / beta): 0.1526 / 0.1200 hartree
- LUMO (alpha / beta): -11.05 / -11.94 eV


Entry 2:
The following is a DFT calculation (ωB97M-V with the def2-TZVPD basis set) of C35H52OP4SeTl as an isolated structure in a non-equilibrium geometry.

Geometry as XYZ:
```
94
Properties=species:S:1:pos:R:3:forces:R:3:mulliken_charge:R:1
Tl -0.098 -0.409 -1.060 0.0 0.4 0.1 1.094
P -2.713 -1.330 1.260 -1.4 -0.6 0.9 0.771
P 0.575 -3.233 -1.268 0.2 -0.3 0.1 0.557
P -2.872 -1.481 -2.238 -2.4 -0.2 -1.4 0.646
H -0.404 2.916 -1.850 -0.5 -0.2 0.0 0.243
C -1.465 2.861 -2.136 -0.7 0.0 0.5 -0.317
C -2.461 3.165 -1.287 0.4 -0.5 -0.6 -0.584
H -2.302 3.314 -0.218 0.0 0.3 -0.3 0.037
C -2.214 -0.771 2.952 0.7 0.3 -0.2 -1.101
C -3.106 -3.092 1.631 0.5 -0.1 -0.4 -1.295
C -4.440 -0.692 1.239 0.2 0.4 -0.5 -1.308
C 1.675 -3.270 -2.729 0.0 0.0 -0.1 -1.267
C 1.729 -3.579 0.112 0.0 -0.1 0.1 -1.119
C -0.333 -4.814 -1.404 -0.1 0.1 0.1 -1.206
C -4.069 -0.120 -2.579 0.4 0.5 0.7 -1.034
C -4.065 -2.871 -2.036 0.4 -0.4 0.7 -1.355
C -2.360 -1.787 -3.978 1.2 -0.1 0.1 -0.788
H -1.700 2.555 -3.164 0.2 0.5 0.4 0.273
H -3.489 3.220 -1.662 0.3 -0.1 0.3 0.328
H -1.921 0.288 2.928 -0.1 -0.2 0.0 0.244
H -1.352 -1.357 3.302 -0.2 0.1 -0.1 0.290
H -3.044 -0.896 3.664 0.1 -0.1 -0.4 0.528
H -2.177 -3.648 1.821 -0.3 0.1 0.0 0.316
H -3.614 -3.547 0.769 0.1 0.1 0.3 0.354
H -3.760 -3.130 2.515 0.2 0.0 -0.3 0.456
H -4.416 0.399 1.116 -0.2 -0.3 0.1 0.340
H -4.922 -0.955 2.193 0.1 0.1 -0.3 0.493
H -5.005 -1.127 0.402 0.1 0.1 0.3 0.350
H 2.221 -4.219 -2.758 0.0 0.2 -0.1 0.440
H 2.393 -2.439 -2.687 -0.1 -0.2 0.0 0.342
H 1.083 -3.160 -3.650 0.2 -0.1 0.3 0.293
H 2.304 -4.486 -0.121 -0.1 0.2 0.1 0.522
H 1.172 -3.737 1.047 0.2 0.1 -0.3 0.325
H 2.421 -2.740 0.259 -0.2 -0.2 0.0 0.214
H 0.381 -5.643 -1.468 -0.2 0.1 0.0 0.451
H -0.969 -4.813 -2.297 0.1 -0.1 0.2 0.341
H -0.966 -4.950 -0.518 0.1 0.0 -0.2 0.313
H -4.577 -0.335 -3.533 0.2 0.0 0.4 0.498
H -3.536 0.841 -2.648 -0.3 -0.3 0.0 0.042
H -4.807 -0.057 -1.768 0.2 0.1 -0.3 0.367
H -4.683 -2.943 -2.946 0.3 0.1 0.3 0.464
H -4.718 -2.724 -1.162 0.2 0.0 -0.4 0.393
H -3.511 -3.812 -1.901 -0.3 0.2 -0.1 0.302
H -3.265 -1.794 -4.604 0.2 0.0 0.4 0.521
H -1.848 -2.756 -4.059 -0.1 0.2 0.0 0.321
H -1.667 -1.004 -4.326 -0.3 -0.2 0.1 0.045
C 1.086 1.788 -5.511 0.3 1.3 -0.9 0.231
C 0.585 2.943 -4.886 -0.1 -0.3 -0.1 0.530
C 0.583 4.173 -5.549 0.2 -0.2 -0.1 -0.513
C 1.111 4.277 -6.842 0.0 -0.4 0.2 -0.512
C 1.671 3.146 -7.450 -0.1 0.1 0.2 -0.527
C 1.678 1.913 -6.789 -0.4 -0.3 0.6 -0.472
Se 0.930 0.063 -4.683 0.5 0.6 0.9 -0.072
H 1.336 0.618 -3.326 -0.2 -0.5 -0.9 0.017
H 0.177 2.872 -3.876 0.2 0.1 -0.5 -0.203
H 0.163 5.047 -5.048 0.2 -0.2 -0.2 0.394
H 1.086 5.232 -7.365 0.0 -0.3 0.1 0.391
H 2.106 3.221 -8.449 -0.1 0.0 0.3 0.381
H 2.122 1.032 -7.255 -0.1 0.3 0.0 0.385
O 1.041 0.113 1.228 0.8 0.5 0.6 -0.132
P 1.605 0.674 2.521 -1.5 -0.9 -0.4 0.685
C 3.285 1.327 2.333 -0.5 -0.5 -1.7 0.499
C 3.892 1.318 1.072 0.5 0.2 -0.3 -0.186
C 5.176 1.854 0.920 -1.5 -1.0 -1.3 -0.520
C 5.842 2.400 2.021 0.6 0.6 1.6 -0.410
C 5.236 2.411 3.282 -0.4 -0.1 0.4 -0.778
C 3.951 1.879 3.439 1.8 1.0 1.1 -0.213
C 0.599 2.088 3.062 0.5 0.5 0.2 0.963
C 0.358 2.412 4.406 -0.3 0.2 0.2 -0.528
C -0.554 3.420 4.739 0.2 -0.1 0.0 -0.916
C -1.139 4.201 3.737 0.0 -0.4 0.0 -0.564
C -0.786 3.988 2.398 0.1 -0.3 0.1 -0.715
C 0.080 2.942 2.067 -0.3 0.0 -0.1 -0.696
C 1.779 -0.643 3.756 0.5 0.1 0.4 0.963
C 2.756 -1.635 3.519 0.2 -0.1 0.0 -0.667
C 2.854 -2.759 4.345 -0.3 0.3 0.1 -0.751
C 1.990 -2.899 5.444 -0.1 0.2 -0.4 -0.608
C 1.082 -1.880 5.734 0.0 0.1 -0.1 -0.770
C 0.995 -0.759 4.907 -0.3 0.1 0.3 -0.424
H 3.359 0.897 0.215 0.2 0.1 0.4 0.386
H 5.649 1.846 -0.065 -0.1 0.0 0.3 0.479
H 6.838 2.830 1.900 -0.3 -0.1 0.0 0.454
H 5.764 2.842 4.136 -0.2 -0.2 -0.3 0.466
H 3.476 1.898 4.419 0.1 0.0 -0.2 0.420
H 0.871 1.876 5.202 -0.2 0.1 -0.1 0.501
H -0.803 3.590 5.792 0.2 0.0 -0.4 0.444
H -1.885 4.951 4.001 0.3 -0.1 -0.1 0.441
H -1.211 4.624 1.617 0.2 -0.2 0.3 0.548
H 0.347 2.776 1.027 -0.1 -0.1 0.1 0.467
H 3.471 -1.514 2.699 -0.3 -0.2 0.1 0.361
H 3.594 -3.530 4.146 -0.1 0.2 0.0 0.459
H 2.003 -3.796 6.060 0.2 0.2 -0.1 0.444
H 0.428 -1.949 6.604 0.2 0.0 -0.2 0.448
H 0.321 0.046 5.190 -0.1 -0.4 -0.2 0.283
```
Positions in Å, forces in eV/Å.

Results
- Energy relative to the best compared isomer or geometry (same formula, charge and spin): 0.00 kJ/mol
- Spin multiplicity: 1
- HOMO level (alpha / beta): -14.4 / -14.4 eV
- Charge: +3
- Kohn-Sham gap (alpha / beta): 0.0723 / 0.1176 hartree
- LUMO (alpha / beta): -12.39 / -11.16 eV